# 1
# C80H220N20O20

A 20-piece molecular cluster, C80H220N20O20 overall (ωB97M-V/def2-TZVPD, the OMol25 dataset).

Geometry as ORCA input:
```
! RIJCOSX wB97M-V def2-TZVPD def2/J DEFGRID3
* xyz 0 1
H -2.69636 -9.66357 -2.95612
O -7.09875 4.89856 1.53480
H 0.77268 4.42514 -0.77238
H 0.24321 9.82142 -2.72909
H 8.78259 -5.55137 1.39175
H -4.56566 4.73897 1.74807
H 0.15703 -3.41637 0.29915
H -3.14951 10.31396 -1.27623
C -3.55516 -9.57442 3.66886
H -5.32565 2.71612 1.11417
H 8.40087 -4.54714 2.46187
H -0.82059 12.77370 -2.50607
H -3.64970 7.95270 0.47632
H 3.80001 4.63922 4.10648
H -1.10064 -6.47257 -1.72188
N -3.61281 8.27550 -0.48000
H -0.59251 1.38336 3.83035
H -0.11154 10.45870 -1.23911
C -5.66744 -5.11463 3.07363
C 4.98379 -2.04681 -2.94211
H -0.89901 2.03187 5.40582
H 0.46694 -6.09397 0.94172
C 0.64847 0.47102 0.96923
H 1.01284 -2.64734 2.36686
H 4.16488 6.53355 -3.49699
H 5.55252 -4.25633 0.20520
C -3.83063 7.63535 -2.79571
H -3.69779 3.18991 -0.69442
H -3.81001 -7.13134 3.01533
H -2.17392 -5.22442 -7.43773
H 2.95712 4.69478 -1.83811
H 7.18212 -3.16764 -4.35674
C -3.45200 3.61158 -1.66904
C -8.52556 4.99321 1.73491
C -4.99651 4.23946 2.61580
H 0.85604 -4.01143 -4.35126
N 1.92102 1.10121 1.00213
H -1.75051 -10.62287 1.54331
H -0.28978 -0.60503 -5.00528
H 0.88756 -5.18187 3.92797
C 0.01864 -4.52868 3.84788
H -0.55030 -10.97808 0.12970
H 4.05588 -4.52677 3.28149
H 4.90300 0.50485 4.22506
H -0.34262 -5.26320 -3.84724
H -3.80250 -8.58799 -6.71410
C -2.49118 9.56280 2.53863
H -0.34999 -4.57331 2.82308
N 2.70284 -8.51415 1.10047
C 4.51639 -4.80673 2.33404
C -1.24451 12.09499 -3.24616
H -0.40167 6.31800 -4.10482
C 1.83146 1.85347 5.18644
H 0.66808 5.29989 -3.27804
H -4.40592 -5.45178 -0.80595
H -2.78982 -9.15652 3.01487
C -0.63339 -0.63733 -3.97136
H -1.89383 12.17499 2.67825
H 6.42401 3.42632 0.51990
H 3.60435 6.11869 2.16737
H -3.35149 10.18245 2.79158
H -4.81409 -0.47641 3.59488
N 8.72817 -4.54937 1.50638
C 4.55551 7.90949 2.95577
H 0.86786 -0.47476 -0.91600
H -0.22201 -2.82660 -1.31423
O -4.44308 -1.72539 -0.19454
H -3.39462 -4.71546 0.46343
O 5.24775 3.67762 -1.08435
O -0.60187 -4.56058 -5.80850
H 1.71856 -7.69186 2.68449
H -4.42872 -7.17155 4.61656
N 4.27800 -1.43831 1.65455
H 2.09876 -5.73809 0.89144
C -2.90267 -0.88802 -2.90173
H 5.85776 -1.39682 -2.89977
C 6.15179 -3.52249 -4.38137
H 6.11134 -4.58762 -4.60933
H -1.70637 -3.24351 4.60727
H -1.37187 2.94671 3.99294
H 4.78766 8.35524 3.92299
H -1.83040 -1.90189 -8.94933
H -1.14675 7.09190 1.95318
H -5.44226 -7.90613 -6.20973
H 2.21871 7.88797 3.33284
H 2.65541 4.22814 -4.10590
O -4.77887 -8.88895 3.49240
C -0.59578 9.89607 -2.03727
H 4.83986 -2.47254 -0.84698
H -1.71528 2.07785 -3.49456
H -3.04408 -0.30087 3.33034
H 6.34980 0.45721 0.83833
H 8.70302 -0.80448 3.04008
H -2.30015 10.32199 -3.46778
H 5.40650 -1.14841 4.22002
H -1.57255 -3.25742 -0.21647
H -2.36630 5.92453 -0.82328
C -2.54569 -6.53543 -0.32589
H -3.36360 -0.19324 0.82525
H -6.96159 -6.79775 4.65828
N -2.19115 -4.52543 -8.16657
N 2.48569 6.99245 3.71608
C 4.86490 -0.21646 2.24603
H -3.58905 3.62684 3.93115
H -3.95888 -0.86634 -3.17013
H 4.20399 4.44049 -6.46852
H 3.35422 -4.02786 -1.78691
C -4.44798 -7.71542 -6.61363
C -3.72761 -5.65513 0.02269
C 6.31722 -0.08020 1.78608
H 2.40885 -2.86890 -0.90842
H -2.60528 -1.87048 -2.53506
H -4.82024 -4.52849 -4.12582
H -5.16399 7.18590 -1.15222
C -0.74933 -10.87915 1.19680
C -5.00581 2.78364 2.15400
C -4.67724 -7.45147 3.59285
H -0.11616 2.72920 -3.04602
H 2.47321 2.15213 -0.69711
H 2.81585 2.31517 5.26323
H -4.55209 -7.25435 -7.59581
H 6.24937 -5.74897 0.69202
H -3.90178 -3.77040 -2.81512
H -6.91372 4.26545 3.54536
N -4.22236 4.40424 3.81008
H -0.50529 2.42012 0.97330
H -3.10454 -3.17492 1.09529
H 4.97822 3.84316 -5.19836
H 0.64472 4.33092 3.21566
C -0.67702 -3.29962 -6.55013
H -1.79244 -7.49223 -5.71083
C 4.22602 4.04022 -0.21154
H 5.97788 3.25381 4.24288
C -0.32230 1.52188 0.38357
C -2.52138 8.19818 3.23643
H 8.88908 0.93432 3.35350
H -2.95923 -3.92937 -7.89297
H -9.08888 4.74547 0.83525
H -2.25904 -6.60480 5.68022
C -0.16844 -4.37076 -4.44834
H 1.95521 5.07114 -6.34024
N -2.26050 -6.75802 -6.22266
C 1.65062 4.35512 -0.13018
H -4.55104 7.97572 3.03064
H 1.76194 0.76273 -4.03220
O -1.80300 -8.61884 -1.45920
H -1.92060 12.69508 -3.85516
C 0.23687 -8.61180 1.24406
C 6.27472 -4.67991 0.90314
O 7.11625 0.59980 2.75696
H 7.60899 -2.99450 0.55410
H -3.73666 5.72498 0.18183
H -3.22961 11.83350 -1.95713
H 3.43543 2.31658 -1.95511
H 2.95917 6.50773 -6.10482
N -3.69040 7.57073 2.69097
H 8.87869 0.34451 1.72031
H -5.02813 -2.33512 2.31631
C -0.96765 -3.71262 -7.99285
C 1.42475 -6.58673 0.77473
H 0.92466 7.64130 -1.65204
H -3.18463 -7.59202 -4.01979
C -2.95615 -7.89811 -0.89950
H 7.46839 4.15304 3.83898
N -2.16681 -4.12815 4.76700
N -7.10355 -6.88794 3.66239
H 2.13452 4.15141 3.51191
H 4.43994 5.02829 0.19595
C 8.25273 -4.51341 -0.73650
C 2.99454 -2.99939 -1.81838
H -8.91300 4.25675 2.43892
C 2.24552 0.54256 7.03413
H 7.51544 -4.45765 -1.53737
H -0.46258 11.72555 -3.90964
H 1.66714 1.31392 -2.59086
H 7.11475 2.85171 -1.07381
H -0.33831 6.67434 -1.03917
O 5.40646 -3.37014 -3.21186
O -3.09092 -5.61634 -3.67412
C 4.70345 -0.45780 3.75432
H 4.30554 0.68411 1.99267
H -7.30242 -7.85909 3.46892
H -1.69701 -5.98499 -5.89863
C -3.86532 -1.00118 3.48277
H -0.65593 -7.07308 5.13537
H -0.54900 2.28028 -4.70655
H 0.28707 -8.74546 0.16346
C -3.45379 5.86150 -0.86194
H -0.61638 -7.97529 1.47839
C -1.52399 -6.46197 4.88813
C 3.72328 6.58670 3.14457
H 9.02486 -3.84796 -1.12261
H -6.43915 -4.64978 2.46005
H -3.83979 8.70863 -2.98566
C -1.29510 7.34866 3.00207
C 1.32132 -2.58946 3.41069
H 4.48763 -5.89386 2.26050
N 4.05648 3.95281 -5.59645
C -3.75772 -6.71900 -4.33205
H -4.10062 -5.62601 -6.21006
H 4.55086 -0.06447 -1.43079
H 1.43027 -1.53586 3.66792
H -6.04836 -2.98097 0.51035
H 5.47760 7.72377 2.40499
H 2.43415 -2.75396 -2.72050
H 2.55849 7.20676 4.70039
C -0.08011 0.59858 -3.29441
H -2.64271 8.29496 4.31533
H -1.30701 -10.57077 -2.32144
H 3.21908 0.95296 7.30220
H 1.97099 1.56831 1.89624
H -0.66902 -4.83389 5.89230
H -4.75202 -4.91562 2.51641
C -0.58475 2.31232 4.40049
C -0.97545 -2.57479 -9.01543
H 2.63272 -8.44143 0.09553
H -3.67429 6.61551 3.01869
C -6.40745 4.83641 2.76704
C 7.64642 -4.08130 0.62869
H -3.99973 2.90058 -2.28756
H -0.41377 7.86562 3.38168
H -2.24068 -2.16475 1.82177
N 1.30191 3.58891 3.40964
H 3.19064 -0.45854 -2.10176
H -5.47257 -4.66015 4.04500
H -2.64470 8.40973 -0.73465
O 1.52874 6.51383 -4.82036
C -3.69792 -6.58757 -5.89176
H -5.08062 -0.20895 1.00113
H -0.44759 0.55162 -2.26930
H -0.15286 -1.49220 -3.49557
C 4.43370 5.51969 4.00015
H -4.32369 -6.17905 0.76988
N -1.72681 -5.78642 -1.32539
H 2.69225 0.44905 1.00511
H -2.32531 -5.66496 -2.12984
O 5.85877 -4.30888 2.21009
H 5.19596 5.86784 -4.72683
C -4.21714 -0.86677 0.90225
N 1.33950 0.53466 -3.14359
C 4.18991 -2.05313 -1.61495
H 8.61373 -5.54188 -0.74288
C 4.46812 5.59573 -3.96244
H 6.99155 4.58597 -0.67022
H -3.56441 -10.61995 3.36081
H 0.24667 0.14493 1.92857
H 1.77355 0.13673 7.92891
H -2.71586 -0.05680 -2.22182
H 1.83902 5.28512 0.40619
H -0.15233 -4.38841 -8.25106
C -3.82025 -4.36867 -3.72261
H -1.85448 -6.82247 3.91401
H 4.37995 -1.63788 -3.75221
C 2.41687 5.71410 -5.59087
H 0.19599 -2.65740 -6.43397
N -3.05822 -2.73013 2.00089
H 5.08090 4.98894 -3.29580
N 3.76455 -0.68516 -1.30215
O -0.54806 -1.48156 0.20510
C -4.10311 -1.77272 2.18926
H -3.77951 -7.78916 -1.60540
C -0.56650 -2.84284 -0.28022
H -4.79603 4.16767 4.60697
H -0.55653 -11.84278 1.66834
H -5.88604 -3.00658 -1.16469
C -1.04607 -4.99716 4.88271
C -4.08692 7.24286 -1.30958
H -8.79022 5.99196 2.08213
C 0.85998 2.93495 4.61090
H 2.33258 -0.32324 6.37770
H -2.70414 -10.50012 -1.38470
C 0.49389 5.71877 -4.26915
C 3.32625 4.83933 -4.70967
H 0.65945 3.68016 5.38068
N 2.60485 2.70529 -1.53185
H 2.27698 -3.08413 3.58426
H 5.66463 -2.98932 -5.19776
H -6.41411 5.83395 3.20631
H -2.53247 9.47168 1.45323
H -0.12777 -1.90740 -8.86009
H -0.86986 -2.98497 -10.01977
H -1.21474 11.34584 1.25561
O 0.16668 -9.93561 1.81903
O -1.31648 10.17546 2.98736
C 6.45038 4.23580 4.21966
H 4.21137 -1.47691 0.64749
H 4.08979 8.67058 2.32972
C 8.42683 0.19385 2.70073
H -2.40824 3.45918 -1.94370
H -1.98327 -6.68325 0.59602
H -1.52356 -2.79449 -6.08504
H -3.37450 -8.55640 -0.13809
C 2.90273 4.00614 -0.99495
C 0.72538 -0.84981 0.09747
C -0.64079 1.99577 -3.65835
H 0.05211 4.94985 -4.90294
C -5.76239 -2.33206 -0.31744
H -3.33923 -3.79127 -4.51213
C 6.52837 3.60662 -0.55001
O 0.43494 -3.21275 4.23897
H 0.12723 7.89582 -0.03191
H 1.54217 -1.49097 0.42894
H -2.69006 -4.39232 3.94448
H 2.67066 -9.51527 1.23015
C -1.73819 10.78839 -2.65859
H -3.22608 -9.44704 4.70016
O -1.08588 8.59010 -1.69181
H -5.94050 -6.93938 1.96996
H 6.57299 4.52457 5.26353
H -4.03565 2.29193 2.22542
H 4.60414 5.83095 5.03076
H -2.83322 7.27381 -3.04583
C -0.01100 7.71241 -1.09744
H 1.98275 1.04063 4.47615
C -1.15443 11.44954 2.33899
H -3.70241 -1.70470 4.29923
H -1.30419 6.38652 3.51423
H -0.74640 -3.57544 -3.97768
H -4.76125 -6.82463 -3.91991
H 0.00952 1.80010 -0.61672
O 1.36977 1.41379 6.45873
H -5.61521 2.17852 2.82524
H 1.52512 -6.74213 -0.29946
C -5.85878 -6.64794 3.01709
O -2.07287 -0.62421 -4.12346
N -2.62963 11.14139 -1.53156
C -2.11288 -9.88412 -2.06225
H -1.28452 1.06330 0.15565
H -4.58966 7.13522 -3.39724
H -6.50948 -1.56953 -0.53769
H 3.83108 -4.54596 1.52753
C 1.54706 -7.84992 1.61973
H 6.71279 -1.09190 1.69618
O 5.65415 5.13872 3.43980
H 3.68980 -0.74894 4.02971
H 4.17019 3.36864 0.64517
H -0.14991 11.76744 2.61824
O -4.01230 4.91251 -1.75374
H 1.41683 3.63471 0.65369
H 4.79003 -2.25584 1.95384
*
```

Computed properties:
Kohn-Sham gap: 8.729 eV
LUMO level: 0.4 eV
Energy relative to the best compared isomer or geometry (same formula, charge and spin): 5.406 eV



# 2
# C80H60BrIMnN3OP4SSe2

C80H60BrIMnN3OP4SSe2 as an isolated structure (ωB97M-V/def2-TZVPD, the OMol25 dataset).

Geometry as ORCA input:
```
! RIJCOSX wB97M-V def2-TZVPD def2/J DEFGRID3
* xyz 2 5
H -5.37188 6.03395 -5.11380
C 4.67013 0.66082 -2.09317
H -2.99766 -5.77702 -0.22531
H 1.11104 4.53334 -4.97963
C -0.51100 4.84466 -1.32784
N -1.58975 -2.18640 3.24169
C 2.68683 -2.33832 -4.65088
C -3.17926 -3.83450 -1.14008
C 5.66605 -2.19609 1.88951
C 2.78704 -3.57008 -4.02686
H -2.03548 3.68320 -3.81343
H 5.70476 2.70204 3.22886
H -3.62270 -1.99928 -2.17419
H -6.91407 4.29568 -4.27185
C 2.65546 5.42431 4.69590
H 2.83407 -2.25833 -5.72356
P 2.00531 0.19473 -1.42447
C -0.55215 -5.66443 -1.65333
C 2.33411 2.82184 -2.32364
H -3.13594 0.60800 0.26139
C 4.34258 -0.50914 -0.01511
H -4.47660 -2.46203 1.08446
H 0.19616 -7.66075 3.06030
C 7.90894 -1.11298 -0.96233
H -6.67439 -5.00182 -2.26956
H 6.65282 0.67037 -2.96203
H -3.77067 5.19782 -0.47937
C 4.63066 2.65029 3.08214
H -5.46162 0.14437 3.82928
C -2.48640 3.61863 0.19303
Mn 0.40761 -0.42408 0.22558
H 6.13142 -2.84708 2.62162
C 1.79524 2.43053 2.58364
H -1.43416 1.56597 4.07840
C 3.70194 -0.94773 1.17889
C 1.47994 -5.82484 0.24436
C -5.34370 3.01401 -3.58853
C -0.26138 3.66287 2.93790
C 4.33195 -1.76871 2.07592
H 0.19734 0.56170 -3.67645
H -0.14212 2.41683 -5.26177
C 2.12015 3.87628 -3.20037
C 3.81476 0.26186 -1.08269
C -5.69202 -4.67510 -1.95032
H -3.52592 0.90663 5.17699
H -0.24189 5.41066 4.20564
C 2.31790 -2.52259 -1.91499
C -2.27187 1.24440 3.47441
C -2.99000 -8.10500 1.97414
C 0.75500 1.48063 -3.55535
H -1.32831 -5.59506 -2.40577
C -0.43581 -4.68748 -0.66502
C 0.39518 2.59505 2.34599
H -5.23772 -6.51995 -0.94187
H 0.24626 -7.48974 -2.43859
H -1.31693 3.79032 2.73520
C -7.21804 -4.56034 2.84528
H 0.26662 5.32583 -1.91364
H 0.68871 -3.99967 1.04388
H -3.63342 -8.86827 1.55108
H -0.68596 -5.39501 3.50410
Se -0.93608 -1.53908 -1.70592
C -1.32555 -6.15459 3.06565
C 2.40949 -1.19390 -3.90969
C -3.98267 -2.98146 -1.89372
C 6.04145 0.32688 -2.13443
C -5.24309 -3.05398 1.56790
C -3.10166 3.81719 -3.92877
H -5.86104 -2.75126 -2.89525
C -3.63100 -5.10962 -0.79477
C -3.45385 0.86308 4.09616
C 2.72334 1.40756 2.16072
C 2.61010 -3.65994 -2.64970
C 1.69919 4.53255 3.93825
H -5.26832 0.02548 1.36738
C -6.57903 -2.87741 1.23807
C 1.25135 3.72110 -4.27449
C 0.55759 2.53057 -4.44117
P -0.63977 1.63937 1.15750
H 4.76836 0.80387 2.04867
H 2.69545 -4.61966 -2.15260
C -5.84322 4.16822 -4.17871
H 2.18487 -2.60204 -0.84361
H 2.62235 6.44509 4.31349
H 4.27041 1.21782 -2.93111
H 0.76550 3.25869 -0.67964
C -4.90146 -3.99087 2.53407
H 8.46483 -1.45981 1.13538
C 3.78157 3.57780 3.60310
C 5.69086 -0.88589 -0.11552
C 4.04634 4.77117 4.49140
H -3.26486 3.16358 0.78647
P -3.21464 -4.18583 3.07650
H -7.98692 -5.13689 3.34408
C 0.58917 -4.76298 0.27841
I -3.12425 1.09916 -2.64123
C -2.15666 1.18321 2.08912
C -1.66504 -8.39703 2.27107
C -4.53462 0.42602 3.34276
H -2.00984 6.30185 -1.83062
N -0.73706 -1.40280 2.65705
H 3.79126 -2.03829 2.97582
H -4.52876 -6.60709 1.99889
Se -2.98285 -3.59502 5.15614
C 7.79794 -1.88351 0.38370
C 1.67768 1.60687 -2.51769
N -0.66632 -1.70232 1.35294
H 2.27506 -5.88496 0.97868
C -7.56072 -3.62913 1.87008
C -4.88854 -5.52609 -1.20040
H -5.61913 -5.44885 3.96288
C 2.20316 -1.27703 -2.53764
C -1.20829 3.06877 0.15089
C 1.35128 -6.80887 -0.72779
C -3.96326 2.82950 -3.47309
C -0.83449 -7.42450 2.82039
H 2.04400 -7.64152 -0.74756
H 8.69497 -0.35801 -0.93463
H 3.02794 2.93812 -1.49770
H -1.28034 -9.39332 2.08444
C -1.51733 -2.73552 1.09773
C -3.22840 0.69464 1.34066
C -2.10178 -3.03765 2.31311
H 8.14239 -1.78169 -1.79145
C -1.78590 5.39608 -1.27882
C -4.42007 0.34401 1.96236
C 2.39787 3.46827 3.33842
H 2.38370 5.47700 5.75140
O 1.90305 -0.92328 3.05375
H -8.60143 -3.48365 1.60783
H -2.92232 5.73684 -4.86508
H 8.07099 -2.93436 0.28263
C -2.65509 -5.86005 2.75520
C 0.34115 -6.72568 -1.67782
C 4.07621 1.56215 2.38306
C -5.23902 -3.40827 -2.29800
H 4.76328 5.45763 4.04003
H 4.47615 4.43916 5.43705
C -3.49435 -6.83576 2.22204
H 2.36142 -0.23924 -4.41735
C -2.77178 4.77711 -0.52571
H 2.64539 4.81457 -3.05610
P -1.56161 -3.28664 -0.60211
C -5.88891 -4.73792 3.18736
C 6.54315 -0.48874 -1.16005
C -0.23057 3.68327 -0.62873
C 0.34975 4.61640 3.76430
S 2.16088 -0.26652 1.75635
Br -6.59893 1.75448 -2.94816
H -6.85334 -2.14743 0.48568
C -3.60417 4.96978 -4.51421
H 3.00883 -4.45990 -4.60540
C 6.35584 -1.71662 0.81219
C -4.97390 5.14095 -4.64544
*
```

Computed properties:
Kohn-Sham gap (alpha / beta): 7.628 / 5.415 eV
LUMO level (alpha / beta): -4.3 / -6.5 eV
⟨S²⟩: 6.0503



What is the formula in the first record? C80H220N20O20